{
  "formula": "C14H42O14",
  "method": "ωB97M-V with the def2-TZVPD basis set",
  "multiplicity": 1,
  "energy_ev": -43859.391,
  "e_homo_ha": -0.3492,
  "smiles": "OCCO.OCCO.OCCO.OCCO.OCCO.OCCO.OCCO",
  "homo_lumo_gap_ev": 9.6,
  "elements": ["C", "C", "O", "O", "H", "H", "H", "H", "H", "H", "C", "C", "O", "O", "H", "H", "H", "H", "H", "H", "C", "C", "O", "O", "H", "H", "H", "H", "H", "H", "C", "C", "O", "O", "H", "H", "H", "H", "H", "H", "C", "C", "O", "O", "H", "H", "H", "H", "H", "H", "C", "C", "O", "O", "H", "H", "H", "H", "H", "H", "C", "C", "O", "O", "H", "H", "H", "H", "H", "H"],
  "xyz": [[-4.070, -2.824, 1.532], [-3.213, -1.571, 1.356], [-3.875, -0.371, 1.832], [-5.118, -2.713, 0.636], [-4.403, -2.992, 2.556], [-3.526, -3.739, 1.299], [-2.892, -1.368, 0.334], [-2.328, -1.652, 1.988], [-3.380, 0.447, 1.735], [-5.486, -1.832, 0.733], [-2.153, -0.676, -3.652], [-1.246, -0.566, -4.958], [-1.988, -0.227, -6.118], [-2.568, 0.598, -3.136], [-1.653, -1.197, -2.836], [-3.034, -1.296, -3.821], [-0.855, -1.572, -5.109], [-0.413, 0.131, -4.863], [-1.299, -0.120, -6.777], [-2.272, 0.603, -2.222], [4.211, -1.274, 0.118], [3.724, 0.116, -0.407], [3.171, 0.082, -1.720], [5.323, -1.706, -0.626], [3.317, -1.887, 0.005], [4.380, -1.190, 1.192], [4.535, 0.834, -0.284], [2.921, 0.551, 0.188], [3.003, 1.014, -1.880], [5.210, -1.446, -1.543], [-1.726, 1.930, 2.944], [-0.432, 2.701, 2.744], [-0.485, 4.113, 2.604], [-2.477, 2.042, 1.784], [-2.298, 2.339, 3.777], [-1.498, 0.877, 3.103], [0.018, 2.290, 1.841], [0.231, 2.416, 3.560], [-0.974, 4.382, 1.823], [-2.966, 2.867, 1.825], [0.125, -0.766, -0.047], [-0.255, 0.489, -0.767], [-1.604, 0.790, -0.669], [0.288, -0.462, 1.308], [1.040, -1.188, -0.464], [-0.553, -1.618, -0.098], [-0.050, 0.497, -1.838], [0.250, 1.361, -0.352], [-1.745, 1.243, 0.165], [0.639, -1.213, 1.792], [0.659, -2.508, 4.132], [0.393, -4.009, 4.337], [1.503, -4.777, 4.728], [1.459, -2.295, 3.046], [1.163, -1.962, 4.930], [-0.301, -2.037, 3.922], [-0.054, -4.346, 3.402], [-0.436, -4.137, 5.034], [2.062, -4.360, 5.388], [2.231, -2.858, 3.137], [1.526, 3.309, -2.839], [2.448, 3.424, -4.072], [3.205, 4.605, -3.801], [2.268, 2.789, -1.728], [0.775, 2.615, -3.215], [1.151, 4.316, -2.656], [1.839, 3.492, -4.973], [3.183, 2.626, -4.182], [2.668, 5.386, -3.951], [2.707, 3.479, -1.226]],
  "forces_ev_per_angstrom": [[0.649, 0.933, -0.232], [1.052, 1.080, 1.360], [-1.381, -1.429, 0.176], [-1.304, -0.522, -0.647], [-0.123, 0.493, 0.335], [0.338, 0.177, -0.345], [-0.154, -0.576, -0.176], [0.473, -0.352, -0.098], [0.432, -0.112, -0.429], [-0.126, 0.167, 0.019], [0.334, 1.094, -0.664], [-1.134, -0.877, 1.439], [-0.055, 0.201, 0.210], [0.187, -0.661, -1.103], [0.679, -0.185, -0.257], [-0.105, 0.057, -0.628], [0.345, -0.203, 0.139], [0.010, 0.093, 0.557], [-0.304, 0.108, -0.424], [-0.206, 0.443, 0.437], [-1.686, 1.947, -1.345], [-0.282, -0.039, 1.112], [1.051, -0.737, 0.060], [0.259, -0.385, 0.717], [0.113, -0.741, -0.140], [0.657, -0.065, -0.148], [0.450, 0.029, -0.508], [-0.067, -0.453, 0.840], [-0.354, 0.379, -0.444], [-0.250, 0.064, -0.095], [0.998, 0.955, 0.935], [0.552, -0.798, -0.396], [-0.327, -0.064, 0.885], [-1.159, 0.034, -1.373], [0.032, -0.175, 0.294], [0.037, 0.045, 0.043], [0.153, -0.225, -0.099], [0.149, 0.580, 0.134], [0.012, -0.299, -0.170], [-0.217, 0.002, -0.228], [0.885, -1.104, -0.071], [0.400, 0.467, -0.528], [-1.497, 0.004, 0.386], [-0.164, 0.980, 0.840], [0.447, 0.338, -0.169], [-0.786, 0.324, -0.636], [0.384, -0.473, -0.002], [0.839, -0.297, 0.073], [-0.484, 0.144, 0.227], [0.305, -0.291, 0.077], [-0.858, -0.644, 1.131], [-0.785, 1.237, 0.790], [0.337, -0.475, -0.873], [1.251, 0.143, -2.218], [-0.482, -0.367, 0.952], [-0.093, 0.114, 0.142], [0.687, -0.451, -0.252], [0.005, 0.123, 0.488], [-0.351, 0.318, 0.150], [0.230, -0.066, -0.254], [1.354, -0.954, -1.541], [-0.177, 1.350, 1.355], [0.894, 0.147, -0.700], [-0.779, -0.319, -0.078], [-0.555, -0.192, 1.168], [-0.382, -0.248, 0.194], [0.052, 0.129, -0.202], [-0.279, -0.168, 0.204], [-0.099, -0.027, -0.102], [-0.031, 0.276, -0.295]],
  "nbo_charge": [-0.08, -0.09, -0.78, -0.71, 0.16, 0.18, 0.19, 0.15, 0.50, 0.48, -0.09, -0.08, -0.71, -0.75, 0.16, 0.18, 0.15, 0.16, 0.46, 0.49, -0.08, -0.10, -0.76, -0.72, 0.15, 0.18, 0.16, 0.17, 0.50, 0.48, -0.10, -0.09, -0.72, -0.75, 0.18, 0.20, 0.17, 0.18, 0.47, 0.49, -0.10, -0.09, -0.76, -0.77, 0.17, 0.17, 0.19, 0.18, 0.50, 0.50, -0.09, -0.09, -0.72, -0.74, 0.16, 0.18, 0.19, 0.16, 0.47, 0.49, -0.09, -0.09, -0.73, -0.75, 0.19, 0.17, 0.17, 0.20, 0.46, 0.49]
}

{
  "formula": "C14H42O14",
  "method": "ωB97M-V with the def2-TZVPD basis set",
  "charge": 1,
  "multiplicity": 2,
  "energy_ev": -43849.784,
  "s2": 0.755,
  "e_homo_ha": [-0.4607, -0.4606],
  "homo_lumo_gap_ev": [10.1, 3.6],
  "elements": ["C", "C", "O", "O", "H", "H", "H", "H", "H", "H", "C", "C", "O", "O", "H", "H", "H", "H", "H", "H", "C", "C", "O", "O", "H", "H", "H", "H", "H", "H", "C", "C", "O", "O", "H", "H", "H", "H", "H", "H", "C", "C", "O", "O", "H", "H", "H", "H", "H", "H", "C", "C", "O", "O", "H", "H", "H", "H", "H", "H", "C", "C", "O", "O", "H", "H", "H", "H", "H", "H"],
  "xyz": [[-27.679, -16.413, 31.794], [-28.491, -15.922, 30.591], [-29.463, -14.932, 30.870], [-28.114, -17.602, 32.355], [-27.628, -15.748, 32.657], [-26.634, -16.573, 31.530], [-28.866, -16.781, 30.035], [-27.930, -15.363, 29.842], [-29.712, -14.605, 30.003], [-29.014, -17.493, 32.672], [-27.143, -11.761, 36.769], [-26.762, -10.937, 38.023], [-27.941, -10.907, 38.812], [-27.957, -11.000, 35.895], [-27.527, -12.767, 36.937], [-26.218, -11.934, 36.219], [-26.497, -9.914, 37.756], [-25.892, -11.367, 38.519], [-27.634, -10.897, 39.721], [-28.778, -10.820, 36.359], [-28.423, -9.848, 32.583], [-29.739, -9.696, 33.362], [-30.433, -8.411, 33.307], [-27.774, -11.096, 32.940], [-27.747, -9.120, 33.033], [-28.580, -9.716, 31.513], [-29.718, -10.011, 34.405], [-30.460, -10.472, 33.103], [-31.034, -8.459, 32.560], [-27.624, -11.049, 33.887], [-29.994, -13.480, 33.939], [-31.256, -13.409, 33.134], [-31.557, -14.679, 32.523], [-30.060, -14.351, 34.986], [-29.780, -12.595, 34.537], [-29.129, -13.662, 33.300], [-31.172, -12.592, 32.418], [-31.945, -13.043, 33.895], [-30.842, -14.797, 31.895], [-29.468, -15.100, 34.884], [-26.684, -16.308, 35.852], [-25.707, -17.025, 34.800], [-26.321, -18.197, 34.381], [-28.059, -16.336, 35.510], [-26.365, -15.274, 35.986], [-26.559, -16.784, 36.824], [-24.687, -17.092, 35.177], [-25.750, -16.275, 34.010], [-26.900, -18.005, 33.640], [-28.183, -17.207, 35.126], [-35.983, -13.009, 33.074], [-34.689, -12.205, 33.353], [-33.862, -12.313, 32.214], [-35.687, -14.425, 33.250], [-36.306, -12.815, 32.052], [-36.818, -12.689, 33.697], [-34.159, -12.495, 34.260], [-35.056, -11.180, 33.397], [-33.569, -13.220, 32.101], [-35.865, -14.707, 34.150], [-32.624, -18.288, 33.677], [-31.713, -17.280, 34.315], [-30.534, -16.918, 33.543], [-31.913, -19.543, 33.566], [-33.240, -17.916, 32.859], [-33.493, -18.526, 34.290], [-31.472, -17.541, 35.346], [-32.329, -16.388, 34.421], [-30.765, -16.064, 33.169], [-31.023, -19.258, 33.345]],
  "forces_ev_per_angstrom": [[0.408, 0.889, 0.114], [1.423, 0.149, -0.909], [-1.368, 0.067, 0.925], [-0.233, -1.585, -0.277], [-0.162, 1.176, -0.404], [-0.075, 0.015, -0.439], [-0.489, -0.213, 0.368], [1.262, -0.629, 0.206], [-0.299, 0.306, 0.014], [-0.492, -0.060, 0.296], [1.998, 0.728, 0.003], [-0.876, -0.784, -0.993], [0.398, -0.083, 0.602], [-0.491, -0.324, -0.288], [-0.418, 0.157, 0.612], [0.130, 0.095, -0.198], [0.088, -0.003, -0.408], [-0.151, -0.291, 0.196], [-0.460, 0.119, 0.267], [-0.177, 0.271, 0.183], [0.343, 0.084, 2.167], [-1.969, -0.016, 0.257], [1.242, -1.334, -0.063], [-1.127, -0.079, -1.221], [-0.094, 0.729, -0.749], [0.361, -0.317, 0.131], [1.152, 0.827, 0.378], [-0.211, -0.246, -1.178], [-0.044, 0.174, -0.109], [0.062, 0.085, 0.501], [3.469, -0.853, 0.525], [-2.074, 0.013, -0.248], [-0.341, 2.359, 1.952], [-1.233, 0.239, 0.156], [-0.527, 1.517, -0.447], [0.065, -0.268, -0.110], [0.369, -0.123, -0.206], [-0.985, -0.803, -0.492], [0.774, -0.252, -1.466], [1.283, -1.568, 0.234], [1.916, -0.477, 0.783], [-2.556, 2.384, 0.512], [0.627, -0.923, 0.564], [0.009, 0.446, -0.770], [-0.134, 0.125, -0.173], [-0.090, -0.169, 0.113], [-0.220, -0.479, 0.072], [0.661, -0.101, -0.582], [-0.216, -0.112, -0.537], [-0.326, -0.494, -0.123], [0.895, -0.826, 1.186], [-1.839, -0.134, -1.098], [0.856, 0.490, -0.155], [-0.237, 0.628, -0.737], [0.305, -0.313, -0.089], [0.093, -0.075, 0.341], [-0.255, -0.046, 0.229], [0.624, 0.284, 0.183], [-0.347, -0.338, 0.042], [-0.161, 0.254, 0.064], [-0.144, -1.513, 0.845], [-1.202, 1.171, 0.366], [-0.250, -0.778, 0.893], [-0.595, 1.125, -0.646], [1.119, -0.035, -1.282], [0.343, 0.149, 1.051], [0.577, -0.408, -0.266], [0.059, 0.372, -0.018], [-0.328, 0.119, -0.362], [0.287, -0.491, -0.284]],
  "mulliken_spin": [0.00, 0.00, 0.00, 0.00, 0.00, 0.00, 0.00, 0.00, 0.00, 0.00, 0.00, 0.00, 0.00, 0.00, 0.00, 0.00, 0.00, 0.00, 0.00, 0.00, 0.00, 0.00, 0.01, 0.05, 0.00, 0.00, 0.00, 0.00, 0.00, 0.00, 0.08, 0.11, 0.09, 0.53, 0.07, 0.02, 0.00, -0.01, 0.00, -0.01, 0.00, 0.00, 0.00, 0.00, 0.00, 0.00, 0.00, 0.00, 0.00, 0.00, 0.00, 0.00, 0.01, 0.00, 0.00, 0.00, 0.00, 0.00, 0.00, 0.00, 0.00, 0.00, 0.03, 0.00, 0.00, 0.00, 0.00, 0.00, 0.01, 0.00]
}

Record-wise energy above the lowest of the compared OMol25 structures with the same formula, charge and spin values, in kJ/mol: 164.44 29.51